This record from OMol25 describes the molecule C5H12N2 at a distorted geometry. The level of theory is ωB97M-V/def2-TZVPD.

CARTESIAN COORDINATES (ANGSTROEM)
C  -1.466  0.797  0.432
C  1.367  1.175  -0.345
C  1.758  -1.312  -0.013
C  -0.454  -0.297  0.531
C  0.801  -0.151  0.061
N  -0.939  -1.504  1.057
N  -1.607  1.155  -1.046
H  -1.908  -1.692  0.841
H  -0.358  -2.305  0.856
H  -2.276  1.916  -1.187
H  -1.961  0.340  -1.535
H  -2.411  0.473  0.893
H  -1.121  1.706  0.926
H  2.398  1.256  -0.016
H  0.803  2.007  0.065
H  1.347  1.267  -1.433
H  2.629  -1.051  -0.619
H  2.114  -1.593  0.990
H  1.283  -2.187  -0.458

Calculated values
LUMO level, eV: 1.0
Total energy, hartree: -307.198942
Gap between HOMO and LUMO, eV: 8.54
Spin multiplicity: 1
Charge: 0

Electronic structure analysis, Löwdin charges in units of e: atom 1 (C): -0.200, atom 2 (C): -0.078, atom 3 (C): -0.073, atom 4 (C): -0.343, atom 5 (C): -0.313, atom 6 (N): 0.090, atom 7 (N): 0.006, atom 8 (H): 0.079, atom 9 (H): 0.064, atom 10 (H): 0.061, atom 11 (H): 0.061, atom 12 (H): 0.102, atom 13 (H): 0.102, atom 14 (H): 0.072, atom 15 (H): 0.061, atom 16 (H): 0.081, atom 17 (H): 0.074, atom 18 (H): 0.087, atom 19 (H): 0.068

***

This record from OMol25 describes a 2-piece molecular cluster, C4H9N3 overall at a distorted geometry. The level of theory is ωB97M-V/def2-TZVPD.

CARTESIAN COORDINATES (ANGSTROEM)
C  -1.544  1.386  0.089
C  -0.137  1.069  -0.148
C  -2.500  0.213  -0.213
C  2.228  -1.614  0.065
N  -2.208  -0.944  -0.383
N  0.309  -0.095  -0.125
N  1.605  -0.256  0.006
H  -1.918  2.376  -0.324
H  0.645  1.937  -0.027
H  -1.325  1.964  1.426
H  -3.541  0.459  0.003
H  2.131  -2.168  -0.993
H  3.253  -1.479  0.121
H  1.995  -2.187  0.947
H  -1.258  -1.154  -0.535
H  2.265  0.494  0.092

Calculated values
LUMO level, eV: 0.7
Total energy, hartree: -321.917265
Gap between HOMO and LUMO, eV: 8.88
Spin multiplicity: 1
Charge: 0

Electronic structure analysis, Löwdin charges in units of e: atom 1 (C): -0.173, atom 2 (C): -0.266, atom 3 (C): -0.289, atom 4 (C): -0.074, atom 5 (N): 0.116, atom 6 (N): -0.040, atom 7 (N): -0.136, atom 8 (H): 0.092, atom 9 (H): 0.137, atom 10 (H): 0.213, atom 11 (H): 0.088, atom 12 (H): 0.121, atom 13 (H): 0.030, atom 14 (H): 0.062, atom 15 (H): 0.010, atom 16 (H): 0.109

***

This record from OMol25 describes C30H50P2PtSe as an isolated structure at a distorted geometry. The level of theory is ωB97M-V/def2-TZVPD.

CARTESIAN COORDINATES (ANGSTROEM)
Pt  -0.319  -0.299  -2.499
C  -2.575  1.910  -0.121
C  -3.214  0.996  -1.002
C  -2.250  -0.217  0.699
C  -2.006  1.160  0.951
C  -2.995  -0.319  -0.506
C  -2.511  3.371  -0.320
H  -2.339  3.617  -1.377
H  -1.704  3.815  0.272
H  -3.450  3.860  -0.022
C  -1.284  1.680  2.129
H  -1.182  2.769  2.094
H  -0.279  1.231  2.192
H  -1.799  1.415  3.067
C  -1.764  -1.333  1.534
H  -2.244  -1.340  2.525
H  -0.679  -1.247  1.708
H  -1.961  -2.300  1.061
C  -3.425  -1.565  -1.169
H  -4.459  -1.479  -1.530
H  -3.380  -2.404  -0.467
H  -2.783  -1.811  -2.032
C  -3.953  1.358  -2.226
H  -4.874  1.912  -1.983
H  -4.250  0.464  -2.786
H  -3.359  2.000  -2.894
C  1.260  0.831  -2.792
C  -0.011  1.586  -2.966
C  -0.489  1.947  -4.363
C  -1.273  0.790  -5.043
C  -1.208  -0.501  -4.244
C  0.079  -1.233  -4.176
C  1.321  -0.673  -4.865
C  2.034  0.440  -4.044
H  0.339  2.285  -5.000
H  -0.924  0.627  -6.072
H  -1.161  2.811  -4.262
H  2.245  1.316  -4.669
H  1.872  1.129  -1.930
H  -0.244  2.328  -2.189
H  3.014  0.055  -3.731
H  2.024  -1.509  -4.973
H  -0.021  -2.327  -4.196
H  1.100  -0.339  -5.886
H  -2.331  1.078  -5.120
H  -2.113  -1.130  -4.281
P  2.230  2.268  1.141
C  2.505  3.269  2.667
H  3.470  3.791  2.606
H  2.495  2.593  3.531
H  1.693  3.999  2.768
C  3.977  1.723  0.890
H  4.650  2.585  1.003
H  4.078  1.303  -0.120
H  4.218  0.945  1.624
C  2.230  3.645  -0.088
H  2.107  3.236  -1.101
H  3.170  4.213  -0.029
H  1.383  4.312  0.124
P  1.406  -4.315  -0.068
C  0.495  -5.805  -0.656
H  1.178  -6.545  -1.094
H  -0.213  -5.479  -1.430
H  -0.071  -6.244  0.173
C  3.110  -4.781  -0.593
H  3.187  -4.608  -1.677
H  3.313  -5.836  -0.366
H  3.826  -4.130  -0.075
C  1.528  -4.754  1.718
H  2.325  -5.493  1.873
H  0.563  -5.161  2.046
H  1.743  -3.832  2.276
Se  1.810  -0.558  2.782
C  0.801  -0.756  4.315
C  0.175  -1.998  4.615
C  -0.710  -2.107  5.681
C  -0.965  -1.005  6.513
C  -0.300  0.210  6.272
C  0.585  0.331  5.203
H  0.383  -2.854  3.972
H  -1.205  -3.063  5.869
H  -1.663  -1.095  7.347
H  -0.471  1.066  6.925
H  1.109  1.266  5.011

Calculated values
LUMO level (alpha / beta), eV: -6.9 / -8.4
Total energy, hartree: -4375.790413
Gap between HOMO and LUMO (alpha / beta), eV: 5.78 / 4.24
Spin multiplicity: 5
Charge: +2

Electronic structure analysis, Löwdin charges in units of e: atom 1 (Pt): 1.297, atom 2 (C): -0.125, atom 3 (C): -0.151, atom 4 (C): -0.123, atom 5 (C): -0.104, atom 6 (C): -0.155, atom 7 (C): 0.013, atom 8 (H): 0.094, atom 9 (H): 0.088, atom 10 (H): 0.125, atom 11 (C): -0.004, atom 12 (H): 0.089, atom 13 (H): 0.017, atom 14 (H): 0.122, atom 15 (C): 0.008, atom 16 (H): 0.122, atom 17 (H): 0.042, atom 18 (H): 0.085, atom 19 (C): -0.001, atom 20 (H): 0.113, atom 21 (H): 0.094, atom 22 (H): 0.078, atom 23 (C): 0.011, atom 24 (H): 0.124, atom 25 (H): 0.090, atom 26 (H): 0.090, atom 27 (C): -0.290, atom 28 (C): -0.294, atom 29 (C): -0.152, atom 30 (C): -0.159, atom 31 (C): -0.307, atom 32 (C): -0.281, atom 33 (C): -0.146, atom 34 (C): -0.154, atom 35 (H): 0.125, atom 36 (H): 0.130, atom 37 (H): 0.116, atom 38 (H): 0.127, atom 39 (H): 0.092, atom 40 (H): 0.106, atom 41 (H): 0.123, atom 42 (H): 0.123, atom 43 (H): 0.127, atom 44 (H): 0.127, atom 45 (H): 0.112, atom 46 (H): 0.119, atom 47 (P): 0.697, atom 48 (C): -0.288, atom 49 (H): 0.052, atom 50 (H): 0.013, atom 51 (H): 0.040, atom 52 (C): -0.310, atom 53 (H): 0.050, atom 54 (H): 0.032, atom 55 (H): 0.013, atom 56 (C): -0.311, atom 57 (H): 0.006, atom 58 (H): 0.052, atom 59 (H): 0.032, atom 60 (P): 0.747, atom 61 (C): -0.317, atom 62 (H): 0.042, atom 63 (H): 0.013, atom 64 (H): 0.033, atom 65 (C): -0.329, atom 66 (H): 0.031, atom 67 (H): 0.047, atom 68 (H): 0.037, atom 69 (C): -0.318, atom 70 (H): 0.051, atom 71 (H): 0.033, atom 72 (H): -0.014, atom 73 (Se): 0.803, atom 74 (C): -0.694, atom 75 (C): -0.132, atom 76 (C): -0.071, atom 77 (C): -0.049, atom 78 (C): -0.067, atom 79 (C): -0.122, atom 80 (H): 0.083, atom 81 (H): 0.115, atom 82 (H): 0.116, atom 83 (H): 0.114, atom 84 (H): 0.089

***

This record from OMol25 describes C6H12N as an isolated structure at a distorted geometry. The level of theory is ωB97M-V/def2-TZVPD.

CARTESIAN COORDINATES (ANGSTROEM)
C  1.098  0.647  1.395
C  1.564  0.249  0.229
C  -0.258  0.052  1.018
C  -1.606  0.744  1.068
C  0.446  -1.675  -0.700
C  -0.061  0.526  -1.555
N  0.357  -0.258  -0.427
H  1.420  1.132  2.289
H  2.515  0.310  -0.233
H  -0.341  -0.973  1.559
H  -1.716  1.903  0.942
H  -2.066  0.576  2.035
H  -2.017  0.310  0.232
H  0.519  -1.817  -1.729
H  1.271  -2.237  -0.216
H  -0.566  -2.059  -0.231
H  -0.151  1.689  -1.399
H  0.664  0.548  -2.362
H  -1.070  0.332  -1.915

Calculated values
LUMO level, eV: -3.0
Total energy, hartree: -290.213258
Gap between HOMO and LUMO, eV: 11.91
Spin multiplicity: 1
Charge: +1

Electronic structure analysis, Löwdin charges in units of e: atom 1 (C): 0.092, atom 2 (C): -0.045, atom 3 (C): -0.220, atom 4 (C): -0.020, atom 5 (C): 0.013, atom 6 (C): -0.020, atom 7 (N): -0.281, atom 8 (H): 0.127, atom 9 (H): 0.135, atom 10 (H): 0.181, atom 11 (H): 0.139, atom 12 (H): 0.095, atom 13 (H): 0.043, atom 14 (H): 0.082, atom 15 (H): 0.133, atom 16 (H): 0.157, atom 17 (H): 0.162, atom 18 (H): 0.114, atom 19 (H): 0.113

***

This record from OMol25 describes C37H49BCl2MoN5O7P2 as an isolated structure at a distorted geometry. The level of theory is ωB97M-V/def2-TZVPD.

CARTESIAN COORDINATES (ANGSTROEM)
Mo  -0.360  0.037  0.274
C  -3.449  -2.806  1.365
C  -2.723  -3.037  0.038
C  -2.918  -4.477  -0.460
C  -3.275  -2.061  -1.006
P  -0.907  -2.540  0.255
C  -0.188  -3.100  -1.368
N  -0.002  -1.923  -2.176
B  -0.171  -0.562  -1.791
N  0.381  0.204  -2.849
C  0.665  1.616  -2.853
P  0.527  2.267  -1.107
C  -0.858  3.560  -1.169
C  -0.560  4.847  -1.934
C  -1.216  3.894  0.279
C  -2.021  2.850  -1.860
C  2.222  3.106  -0.854
C  2.662  4.000  -2.017
C  2.198  3.928  0.438
C  3.257  1.984  -0.718
C  0.808  -0.649  -3.858
C  1.409  -0.392  -5.078
C  1.765  -1.471  -5.867
C  1.540  -2.776  -5.449
C  0.942  -3.044  -4.229
C  0.571  -1.970  -3.439
C  -0.090  -3.510  1.694
C  1.438  -3.590  1.556
C  -0.403  -2.688  2.950
C  -0.596  -4.945  1.850
H  -4.527  -2.829  1.212
H  -3.189  -1.832  1.784
H  -3.212  -3.578  2.094
H  -3.851  -4.877  -0.069
H  -2.120  -5.144  -0.154
H  -2.988  -4.516  -1.544
H  -4.346  -2.216  -1.130
H  -2.808  -2.199  -1.980
H  -3.111  -1.031  -0.691
H  -0.881  -3.804  -1.843
H  0.772  -3.626  -1.242
H  -0.015  2.155  -3.522
H  1.688  1.769  -3.211
H  0.152  5.482  -1.414
H  -1.487  5.413  -2.018
H  -0.204  4.651  -2.943
H  -0.467  4.535  0.736
H  -1.291  2.981  0.870
H  -2.169  4.416  0.323
H  -1.890  2.847  -2.938
H  -2.951  3.371  -1.646
H  -2.113  1.816  -1.521
H  1.921  4.736  -2.297
H  2.938  3.430  -2.899
H  3.550  4.542  -1.695
H  1.713  4.888  0.287
H  3.220  4.125  0.760
H  1.687  3.392  1.237
H  3.099  1.181  -1.440
H  3.236  1.573  0.287
H  4.257  2.382  -0.887
H  1.606  0.616  -5.405
H  2.233  -1.295  -6.822
H  1.846  -3.598  -6.078
H  0.789  -4.060  -3.904
H  1.919  -2.696  1.948
H  1.775  -3.764  0.537
H  1.803  -4.426  2.152
H  -0.160  -1.628  2.789
H  0.199  -3.040  3.787
H  -1.449  -2.754  3.242
H  -0.281  -5.562  1.012
H  -1.672  -5.012  1.967
H  -0.150  -5.371  2.748
O  1.496  1.138  3.631
C  1.559  0.812  2.469
O  0.726  1.210  1.555
C  2.702  -0.043  1.950
C  3.955  -0.058  2.535
C  4.992  -0.746  1.916
C  4.819  -1.392  0.693
C  3.567  -1.397  0.128
C  2.474  -0.766  0.762
O  1.271  -0.884  0.291
N  3.255  -1.973  -1.167
O  3.104  -3.169  -1.238
O  3.087  -1.182  -2.067
N  6.306  -0.748  2.526
O  6.429  -0.157  3.572
O  7.182  -1.337  1.937
H  4.136  0.474  3.459
H  5.660  -1.873  0.217
Cl  -4.603  1.023  -1.230
C  -4.343  1.388  0.441
C  -5.391  1.977  1.130
C  -5.295  2.219  2.488
C  -4.149  1.852  3.177
C  -3.095  1.290  2.486
Cl  -1.652  0.823  3.306
C  -3.123  1.071  1.083
N  -1.989  0.620  0.517
H  -6.293  2.240  0.599
H  -6.116  2.682  3.011
H  -4.067  2.017  4.241

Calculated values
LUMO level, eV: -4.6
Total energy, hartree: -3935.641617
Gap between HOMO and LUMO, eV: 5.90
Spin multiplicity: 1
Charge: +1

Atom charges from the Löwdin analysis, given in e for atoms 1 to 99: atom 1 (Mo): 1.543, atom 2 (C): -0.080, atom 3 (C): -0.654, atom 4 (C): -0.070, atom 5 (C): -0.122, atom 6 (P): 1.181, atom 7 (C): -0.234, atom 8 (N): -0.017, atom 9 (B): -0.551, atom 10 (N): -0.006, atom 11 (C): -0.240, atom 12 (P): 1.228, atom 13 (C): -0.657, atom 14 (C): -0.073, atom 15 (C): -0.078, atom 16 (C): -0.136, atom 17 (C): -0.634, atom 18 (C): -0.066, atom 19 (C): -0.072, atom 20 (C): -0.067, atom 21 (C): -0.178, atom 22 (C): -0.005, atom 23 (C): -0.077, atom 24 (C): -0.075, atom 25 (C): -0.003, atom 26 (C): -0.179, atom 27 (C): -0.622, atom 28 (C): -0.063, atom 29 (C): -0.092, atom 30 (C): -0.075, atom 31 (H): 0.098, atom 32 (H): 0.066, atom 33 (H): 0.070, atom 34 (H): 0.097, atom 35 (H): 0.056, atom 36 (H): 0.084, atom 37 (H): 0.098, atom 38 (H): 0.087, atom 39 (H): -0.005, atom 40 (H): 0.099, atom 41 (H): 0.092, atom 42 (H): 0.103, atom 43 (H): 0.093, atom 44 (H): 0.075, atom 45 (H): 0.100, atom 46 (H): 0.084, atom 47 (H): 0.075, atom 48 (H): 0.044, atom 49 (H): 0.099, atom 50 (H): 0.083, atom 51 (H): 0.083, atom 52 (H): 0.008, atom 53 (H): 0.056, atom 54 (H): 0.082, atom 55 (H): 0.102, atom 56 (H): 0.076, atom 57 (H): 0.101, atom 58 (H): 0.069, atom 59 (H): 0.070, atom 60 (H): 0.066, atom 61 (H): 0.106, atom 62 (H): 0.111, atom 63 (H): 0.106, atom 64 (H): 0.107, atom 65 (H): 0.113, atom 66 (H): 0.074, atom 67 (H): 0.057, atom 68 (H): 0.103, atom 69 (H): 0.036, atom 70 (H): 0.105, atom 71 (H): 0.072, atom 72 (H): 0.093, atom 73 (H): 0.066, atom 74 (H): 0.099, atom 75 (O): 0.101, atom 76 (C): -0.595, atom 77 (O): -0.286, atom 78 (C): -0.061, atom 79 (C): 0.098, atom 80 (C): -0.114, atom 81 (C): 0.113, atom 82 (C): -0.074, atom 83 (C): -0.307, atom 84 (O): -0.319, atom 85 (N): -0.310, atom 86 (O): 0.117, atom 87 (O): 0.136, atom 88 (N): -0.364, atom 89 (O): 0.107, atom 90 (O): 0.099, atom 91 (H): 0.144, atom 92 (H): 0.145, atom 93 (Cl): 0.783, atom 94 (C): -0.556, atom 95 (C): -0.095, atom 96 (C): -0.046, atom 97 (C): -0.080, atom 98 (C): -0.567, atom 99 (Cl): 0.828

***

spin multiplicity of number 1 (C5H12N2)?
1